13
Properties=species:S:1:pos:R:3:lowdin_spin:R:1 method="wB97M-V/def2-TZVPD" e_tot_ev=-17590.199 e_above_lowest_kcal_mol=80.73 fmax_ev_per_a=6.51 multiplicity=3 molar_mass_g_mol=105.2 charge=0
C 1.221 -1.722 -0.942 0.048
C -0.824 0.252 0.857 0.041
C -0.628 0.073 -0.599 0.175
N 1.112 -0.411 -0.676 0.312
O 0.356 -2.478 -1.316 0.088
S 2.184 0.224 0.380 1.187
H 2.145 -2.092 -0.585 0.009
H -1.923 0.097 1.054 0.010
H -0.407 -0.553 1.442 0.005
H -0.598 1.287 1.095 0.008
H -1.209 -0.743 -0.865 0.011
H -0.699 1.074 -1.101 0.007
H 2.842 1.121 -0.353 0.100